ORCA calculation (wB97M-V/def2-TZVPD) on a single C7H12N2O6 molecule at a distorted geometry.

- E_HOMO: -9.824 eV
- LUMO: 0.59 eV
- Energy above the lowest of the compared OMol25 structures with the same formula, charge and spin: 15.25 kcal/mol
- HOMO-LUMO gap: 10.418 eV
- SMILES: N[C@@H](CO)C(=O)N[C@@H](CC(=O)O)C(=O)O
- Largest force on an atom: 1.97 eV/Å
- Net charge: 0

Each atom is followed by the atoms it is bonded to, with distances in Å.
Geometry (Å):
1 N 3.482 -1.251 -0.240  C2 1.480, H16 1.037, H17 0.998
2 C 2.384 -0.478 0.381  N1 1.480, C3 1.531, C5 1.503, H18 1.049
3 C 2.669 1.026 0.444  C2 1.531, O4 1.403, H19 1.139, H20 1.107
4 O 1.796 1.721 1.295  C3 1.403, H21 0.969
5 C 1.105 -0.660 -0.388  C2 1.503, O6 1.228, N7 1.357
6 O 0.835 -1.489 -1.253  C5 1.228
7 N 0.170 0.271 -0.069  C5 1.357, C8 1.454, H22 1.016
8 C -1.021 0.235 -0.901  N7 1.454, C9 1.531, C13 1.495, H23 1.085
9 C -1.973 -0.925 -0.594  C8 1.531, C10 1.548, H24 1.108, H25 1.128
10 C -2.620 -0.931 0.812  C9 1.548, O11 1.210, O12 1.344
11 O -2.547 -0.082 1.671  C10 1.210
12 O -3.362 -2.046 0.922  C10 1.344, H26 0.972
13 C -1.785 1.497 -0.659  C8 1.495, O14 1.194, O15 1.340
14 O -1.371 2.459 -0.086  C13 1.194
15 O -3.021 1.444 -1.174  C13 1.340, H27 0.982
16 H 3.212 -2.235 -0.057  N1 1.037
17 H 3.370 -1.160 -1.227  N1 0.998
18 H 2.280 -0.807 1.371  C2 1.049
19 H 2.499 1.382 -0.625  C3 1.139
20 H 3.714 1.205 0.763  C3 1.107
21 H 2.218 2.248 1.990  O4 0.969
22 H 0.240 0.964 0.672  N7 1.016
23 H -0.867 0.290 -1.974  C8 1.085
24 H -2.734 -1.003 -1.396  C9 1.108
25 H -1.397 -1.894 -0.647  C9 1.128
26 H -3.734 -1.991 1.818  O12 0.972
27 H -3.542 2.210 -0.850  O15 0.982